Entry 1:
{"formula": "C28H57BFNO17", "method": "wB97M-V/def2-TZVPD", "mol_weight_g_mol": 709.6, "total_charge": 0, "e_homo_ev": -9.139, "lumo_ev": 0.32, "smiles": "CNCB(CCOC(C)=O)[C@@H](C)F.CCOC(=O)OC.CCOC(=O)OC.CCOC(=O)OC.CCOC(=O)OC.CCOC(=O)OC", "gap_ha": 0.348, "symbols": ["C", "N", "H", "H", "H", "O", "H", "O", "O", "H", "H", "C", "H", "H", "O", "H", "C", "H", "C", "H", "H", "H", "H", "H", "C", "H", "C", "H", "C", "H", "H", "F", "C", "C", "H", "H", "H", "H", "C", "C", "O", "H", "C", "H", "H", "C", "C", "C", "H", "H", "C", "O", "C", "O", "C", "H", "O", "C", "O", "B", "H", "C", "O", "O", "C", "O", "H", "H", "H", "H", "C", "O", "H", "H", "C", "O", "H", "O", "O", "H", "C", "H", "C", "H", "H", "H", "H", "C", "C", "C", "H", "H", "H", "H", "O", "H", "H", "H", "H", "H", "H", "H", "H", "H", "H"], "positions_angstrom": [[11.50, -7.62, -1.08], [0.35, 2.74, 2.22], [-1.03, 6.66, -2.67], [0.24, 4.55, 3.29], [-3.55, -2.03, 2.82], [-3.24, 3.94, -0.40], [-2.50, 1.18, 5.06], [1.14, -0.63, 2.00], [-5.89, 8.81, -4.89], [0.91, 0.54, 0.25], [-3.43, 0.55, 3.72], [-3.59, -6.06, 2.92], [-6.54, 8.29, -3.04], [-7.65, 6.18, -3.69], [-4.30, 5.05, -2.07], [10.91, -8.31, -1.69], [-6.97, 6.68, -4.39], [4.10, -6.57, -2.24], [0.43, -0.26, 0.80], [0.46, 2.46, 1.26], [7.71, -4.60, -0.31], [-5.18, 3.92, 0.31], [-3.82, 7.63, -1.88], [12.72, -5.85, -1.31], [-1.00, 2.40, 2.65], [-1.17, 2.62, 3.70], [-3.90, -3.03, 3.07], [11.43, -5.99, -2.50], [12.17, -6.56, -1.94], [-0.53, 0.19, 4.47], [-2.33, 8.09, -1.07], [-1.28, -1.42, 3.54], [-3.33, 4.84, -1.39], [-2.09, 6.49, -2.49], [3.61, -2.53, 1.91], [0.44, 4.74, 1.53], [-5.46, -7.82, 2.18], [0.41, -1.13, 0.17], [-1.04, 0.13, 1.09], [-5.50, 9.98, -8.13], [9.04, -6.68, -1.58], [2.22, -4.60, 2.26], [-6.28, 9.10, -6.13], [4.75, -5.11, -3.02], [-2.05, -4.05, 2.58], [1.94, -3.83, 1.54], [-1.35, -0.06, 3.79], [3.99, -4.40, -0.66], [-6.41, 10.57, -8.24], [7.12, -5.23, 1.23], [3.16, -3.06, 1.07], [10.68, -7.04, -0.06], [4.91, -5.84, -2.24], [2.95, 0.57, 1.49], [-4.45, 3.24, -0.13], [1.77, 4.23, 2.53], [-7.37, 8.89, -6.60], [2.36, 0.42, 3.75], [3.07, -4.12, -1.39], [-1.14, 0.82, 2.51], [-4.22, 2.46, 0.58], [0.69, 4.15, 2.40], [-2.16, 5.46, -1.49], [-4.01, -7.18, 3.51], [-2.68, 0.31, 4.46], [5.00, -5.22, -0.96], [-3.02, -0.51, 5.07], [-5.58, 9.07, -8.72], [2.90, -2.32, 0.32], [-1.68, -0.74, 1.00], [-4.52, -8.16, 2.60], [4.18, -3.94, 0.58], [1.45, -4.33, 0.70], [-1.32, 0.81, 0.29], [-2.73, -3.93, 3.42], [-3.19, -5.22, 3.87], [-4.65, 10.56, -8.48], [8.87, -6.07, 0.59], [-3.57, -5.85, 1.73], [3.41, 0.37, 3.97], [-6.87, 8.15, -4.07], [-5.99, 6.21, -4.32], [-2.75, 7.77, -2.02], [12.86, -7.01, -2.64], [6.96, -6.21, -0.23], [-7.35, 6.52, -5.40], [1.85, -0.36, 4.30], [2.19, 0.16, 2.29], [9.49, -6.60, -0.46], [7.59, -5.50, 0.29], [-7.84, 8.65, -4.17], [-1.78, 2.93, 2.09], [-2.17, -3.51, 4.24], [-2.53, 6.14, -3.43], [-5.25, 9.67, -6.76], [-4.69, -9.07, 3.18], [-2.60, 8.57, -2.76], [-4.59, -2.97, 3.91], [1.95, 1.38, 4.01], [-3.81, -8.37, 1.81], [12.26, -8.20, -0.56], [-4.86, 2.79, -1.03], [-4.46, -3.43, 2.22], [1.22, -3.16, 2.00], [5.85, -6.36, -2.41]], "lowdin_charge": [-0.216, -0.105, 0.122, 0.076, 0.056, -0.006, 0.078, -0.030, 0.033, 0.116, 0.081, -0.609, 0.118, 0.082, 0.120, 0.122, -0.060, 0.101, -0.151, 0.097, 0.105, 0.100, 0.068, 0.081, -0.148, 0.100, -0.058, 0.075, -0.067, 0.135, 0.082, -0.030, -0.607, -0.206, 0.123, 0.077, 0.098, 0.125, -0.054, -0.042, 0.115, 0.084, -0.609, 0.098, 0.123, -0.053, -0.305, -0.598, 0.095, 0.099, -0.205, 0.035, -0.026, 0.143, -0.037, 0.072, 0.124, 0.032, 0.130, -0.235, 0.084, -0.102, 0.035, 0.003, -0.019, -0.035, 0.083, 0.098, 0.120, 0.102, -0.043, 0.040, 0.080, 0.104, -0.209, 0.040, 0.092, 0.014, 0.121, 0.088, -0.210, 0.074, -0.060, 0.079, 0.073, 0.076, 0.082, -0.589, -0.607, -0.034, 0.123, 0.109, 0.111, 0.123, 0.002, 0.092, 0.083, 0.086, 0.080, 0.095, 0.121, 0.098, 0.077, 0.066, 0.091]}

***

Entry 2:
{"formula": "C3H3HgLiO4", "method": "wB97M-V/def2-TZVPD", "mol_weight_g_mol": 310.6, "total_charge": 2, "e_homo_ev": [-18.932, -18.873], "lumo_ev": [-13.54, -13.59], "gap_ha": [0.198, 0.194], "symbols": ["O", "Hg", "C", "O", "H", "Li", "C", "O", "H", "O", "H", "C"], "positions_angstrom": [[1.58, -1.35, 0.85], [2.42, 0.63, -1.71], [-0.58, 0.79, -0.49], [-0.94, -0.05, 1.72], [-1.13, 0.27, -1.29], [-0.02, -1.76, 1.98], [-1.36, 0.57, 0.77], [0.79, 0.42, -0.38], [-2.33, 1.09, 0.81], [1.10, -1.54, -1.28], [-0.60, 1.86, -0.75], [1.07, -0.94, -0.22]], "nbo_charge": [-0.644, 1.642, -0.214, -0.593, 0.265, 0.975, 0.460, -0.629, 0.207, -0.588, 0.268, 0.851]}

***

Entry 3:
{"formula": "BrH2NO2P", "method": "wB97M-V/def2-TZVPD", "mol_weight_g_mol": 158.9, "total_charge": -1, "e_homo_ev": [-5.510, -3.664], "lumo_ev": [3.03, 2.31], "relative_energy_kj_mol": 375.7, "gap_ha": [0.314, 0.220], "symbols": ["O", "Br", "O", "N", "P", "H", "H"], "positions_angstrom": [[-1.89, 0.99, -3.61], [-1.43, -1.99, -3.37], [-3.63, -0.16, -2.15], [0.69, 0.07, -0.06], [-2.21, 0.04, -2.54], [0.74, -0.68, -0.83], [0.55, -0.40, 0.83]], "nbo_charge": [-1.104, -0.478, -1.103, -0.632, 1.722, 0.314, 0.282]}

***

Entry 4:
{"formula": "C4H9N2O", "method": "wB97M-V/def2-TZVPD", "mol_weight_g_mol": 101.1, "total_charge": 1, "e_homo_ev": -13.478, "lumo_ev": -3.31, "relative_energy_kj_mol": 382.1, "gap_ha": 0.374, "symbols": ["C", "N", "H", "C", "H", "H", "H", "H", "C", "H", "H", "O", "N", "H", "H", "C"], "positions_angstrom": [[2.95, -0.07, -0.08], [-0.60, -0.93, 0.28], [4.79, -0.83, -0.23], [-1.64, -0.23, 0.29], [0.35, -0.59, -0.18], [-4.15, 1.47, 1.71], [1.59, -0.03, -1.46], [-4.07, 2.04, 0.06], [3.91, -0.66, -0.76], [3.07, 0.53, 0.92], [3.73, -1.02, -1.70], [1.62, 0.29, -0.60], [-2.53, 0.50, 0.62], [-4.51, 0.39, 0.07], [-0.64, -1.93, 0.46], [-3.87, 1.08, 0.60]], "nbo_charge": [0.109, -0.802, 0.242, 0.733, 0.477, 0.269, 0.481, 0.272, -0.444, 0.220, 0.208, -0.722, -0.281, 0.251, 0.451, -0.463]}

***

Entry 5:
{"formula": "C2H2OS2", "method": "wB97M-V/def2-TZVPD", "mol_weight_g_mol": 106.2, "total_charge": 0, "e_homo_ev": -8.362, "lumo_ev": 0.10, "relative_energy_kj_mol": 105.2, "gap_ha": 0.311, "symbols": ["H", "H", "C", "S", "S", "O", "C"], "positions_angstrom": [[-0.36, 2.01, 0.32], [-1.45, -1.65, -0.57], [-0.22, -0.24, 0.14], [1.94, 0.78, -0.01], [1.29, -1.14, 0.07], [-1.40, -0.83, -0.01], [0.21, 1.06, 0.06]], "nbo_charge": [0.249, 0.505, 0.136, 0.174, 0.118, -0.685, -0.498]}

***

Entry 6:
{"formula": "C2H6OPm", "method": "wB97M-V/def2-TZVPD", "mol_weight_g_mol": 191.1, "total_charge": 1, "e_homo_ev": [-12.512, -12.383], "lumo_ev": [-5.38, -5.20], "gap_ha": [0.262, 0.264], "spin_multiplicity": 5, "symbols": ["O", "H", "H", "Pm", "C", "H", "H", "H", "H", "C"], "positions_angstrom": [[-0.22, 0.52, 0.08], [3.29, 0.27, -0.16], [0.71, -1.16, 0.90], [1.93, 1.83, 0.10], [-1.56, 0.11, 0.01], [-1.79, -0.52, 0.88], [0.70, -1.09, -0.90], [-2.18, 1.01, 0.00], [-1.74, -0.47, -0.92], [0.83, -0.50, 0.02]], "lowdin_charge": [-0.519, -0.142, 0.058, 1.599, -0.098, 0.106, 0.057, 0.099, 0.105, -0.265]}